Molecular formula: C60H40NaO24S
Method: DFT, wB97M-V/def2-TZVPD

```
! RIJCOSX wB97M-V def2-TZVPD def2/J DEFGRID3
* xyz -1 1
Na 0.2887 -0.5515 0.9571
S -0.0516 1.6091 -0.6332
O -1.0449 0.5255 -0.3770
O -0.6325 2.9050 -0.2621
O 1.0758 1.3233 0.2344
O 0.3723 1.6449 -1.9812
C -4.2378 0.7768 -3.0856
C -3.8957 0.3359 -4.2781
C -2.8848 1.1486 -5.1022
O -2.8421 1.0501 -6.3309
C -1.9998 2.0833 -4.2890
C -2.3628 2.4440 -3.0593
C -3.6136 1.9671 -2.4457
O -4.1667 2.4507 -1.4910
H -5.0053 0.3233 -2.5382
H -4.3184 -0.5129 -4.8156
H -1.0973 2.5338 -4.6759
H -1.8089 3.0931 -2.4273
C -3.5274 1.4473 1.5371
C -3.6252 2.7050 1.8627
C -4.8954 3.2205 2.4438
O -5.1393 4.3712 2.7161
C -6.0723 2.2165 2.5590
C -5.8841 0.9584 2.2938
C -4.5097 0.4879 1.9033
O -4.2362 -0.7272 2.0699
H -2.5828 1.0797 1.1649
H -2.7813 3.2880 1.6503
H -7.0868 2.5701 2.8999
H -6.7282 0.2896 2.3270
C -1.2703 -3.8531 -1.2400
C -2.2235 -4.1589 -2.1132
C -3.4774 -3.4123 -2.0993
O -4.4151 -3.7633 -2.7919
C -3.6166 -2.1646 -1.2784
C -2.5647 -1.7976 -0.5097
C -1.4531 -2.7232 -0.4069
O -0.5828 -2.5089 0.4206
H -0.4258 -4.4750 -1.2899
H -2.0521 -4.9353 -2.7912
H -4.6201 -1.7141 -1.3031
H -2.5142 -0.9743 0.1138
C 0.3818 4.3646 2.4299
C 1.4757 5.0613 2.8058
C 2.6854 4.3886 3.2300
O 3.7346 5.0115 3.4549
C 2.6787 2.9284 3.2798
C 1.6117 2.2015 3.0108
C 0.2849 2.8907 2.7470
O -0.8042 2.4180 3.0838
H -0.4563 4.7409 1.8605
H 1.4942 6.1454 2.8206
H 3.6297 2.5042 3.5143
H 1.6808 1.1345 3.1026
C 0.4684 -2.1202 -6.9177
C 1.1442 -0.9797 -6.9350
C 0.9822 0.0186 -5.7685
O 1.4999 1.1263 -5.8857
C 0.1115 -0.4282 -4.6150
C -0.5084 -1.5702 -4.6186
C -0.2751 -2.5781 -5.7241
O -0.7413 -3.7070 -5.6886
H 0.4798 -2.8461 -7.7557
H 1.8167 -0.7433 -7.7515
H -0.0563 0.3589 -3.8989
H -1.1976 -1.8403 -3.8003
C -1.0349 -3.7651 4.4070
C -1.6527 -4.4390 3.4166
C -0.8408 -5.0764 2.2688
O -1.2930 -5.8719 1.4757
C 0.5973 -4.7406 2.2699
C 1.1580 -4.0444 3.2431
C 0.5106 -3.6132 4.4891
O 1.1245 -3.0681 5.3769
H -1.5658 -3.3775 5.2946
H -2.7370 -4.5873 3.2786
H 1.0880 -4.8992 1.3306
H 2.1758 -3.7004 3.2836
C 0.1104 0.3531 5.3818
C -0.5400 0.4095 6.5184
C -2.0368 0.1271 6.6756
O -2.6301 0.4810 7.6732
C -2.6544 -0.3300 5.5069
C -2.0594 -0.5041 4.3190
C -0.6099 -0.1857 4.1920
O -0.0039 -0.4538 3.1652
H 1.1048 0.7066 5.3349
H 0.0693 0.7157 7.3787
H -3.7871 -0.5195 5.6569
H -2.5645 -0.7156 3.4454
C 3.4374 6.6426 0.3056
C 3.7947 5.4669 -0.3397
C 2.8541 4.6769 -1.1864
O 3.2404 3.7196 -1.7870
C 1.4406 5.1214 -1.2801
C 1.0774 6.2738 -0.7708
C 1.9776 7.0983 0.1926
O 1.6453 8.0978 0.7299
H 4.0167 7.2027 1.0406
H 4.8017 5.0595 -0.4384
H 0.7533 4.4728 -1.8891
H 0.0654 6.7192 -0.7767
C 4.3301 -6.8262 -0.5448
C 3.3286 -7.0642 -1.3766
C 2.3228 -6.0501 -1.7272
O 1.2436 -6.3945 -2.2383
C 2.5339 -4.6505 -1.2852
C 3.5526 -4.3901 -0.4452
C 4.5617 -5.4214 0.0274
O 5.4264 -5.2366 0.8694
H 5.1499 -7.4700 -0.3079
H 3.2771 -8.0438 -1.9196
H 1.8283 -3.8978 -1.5589
H 3.7384 -3.4206 -0.0930
C 3.1520 0.2425 -2.2104
C 3.8776 1.1083 -2.9311
C 4.9968 1.7470 -2.2280
O 5.9019 2.2433 -2.8673
C 5.0777 1.6479 -0.7779
C 4.4058 0.7354 -0.0976
C 3.4129 -0.1001 -0.7756
O 2.9125 -1.0785 -0.2844
H 2.3115 -0.2081 -2.6042
H 3.5858 1.2853 -3.9982
H 5.7848 2.2457 -0.2623
H 4.6428 0.4881 0.9352
*
```

As for the molar mass: 1200.0 g/mol. The HOMO energy is -6.1 eV.